ORCA calculation (the ωB97M-V functional and the def2-TZVPD basis) on a structure of composition C31H48N2O3 at a distorted geometry.

Last column: natural (NBO) charge in e.
Cartesian coordinates (Å):
C1 -9.85 0.02 2.82  -0.621
C2 -9.80 -1.05 1.63  -0.197
H1 -10.68 -1.57 1.76  0.204
H2 -9.02 -1.71 1.70  0.209
N1 -9.98 -0.70 0.08  -0.217
C3 -11.34 0.09 0.07  -0.440
H3 -12.21 -0.63 0.37  0.256
H4 -11.39 1.04 0.56  0.251
H5 -11.41 0.57 -1.10  0.250
C4 -8.87 0.39 -0.07  -0.217
C5 -7.54 0.10 0.10  -0.370
H6 -7.41 -0.39 0.98  0.202
H7 -7.27 -1.08 -0.75  0.129
C6 -6.47 1.12 -0.14  -0.425
H8 -6.67 1.46 -1.29  0.238
H9 -6.68 1.79 0.69  0.232
C7 -5.01 0.39 -0.07  -0.036
H10 -4.86 0.04 0.93  0.202
O1 -4.12 1.79 -0.40  -0.468
C8 -2.91 1.57 -0.28  0.414
C9 -2.26 0.30 -0.35  -0.387
C10 -0.95 0.40 -0.20  -0.012
C11 -0.11 1.59 -0.53  -0.118
C12 -0.83 2.73 -0.55  -0.171
C13 -2.15 2.86 -0.87  -0.209
H11 -2.61 3.64 -0.74  0.175
H12 -0.22 3.41 -0.90  0.193
C14 1.35 1.29 -0.69  0.013
C15 2.37 1.85 -0.76  -0.178
C16 3.72 1.21 -0.83  -0.251
C17 3.81 -0.02 -0.78  0.306
C18 2.63 -0.93 -0.63  -0.197
C19 1.47 -0.22 -0.45  -0.074
C20 0.07 -0.98 -0.28  0.609
O2 -0.22 -2.08 -0.06  -0.497
H13 2.75 -1.77 -0.31  0.184
O3 5.10 -0.62 -0.97  -0.548
C21 5.25 -2.01 -0.60  -0.098
C22 6.65 -2.31 -1.30  -0.324
H14 6.60 -3.30 -1.42  0.209
H15 6.94 -1.91 -2.10  0.197
C23 7.62 -1.93 -0.06  -0.411
C24 7.85 -0.53 -0.22  -0.192
H16 6.94 -0.17 0.03  0.238
H17 8.13 -0.09 -1.32  0.239
N2 9.13 -0.03 0.70  -0.242
C25 8.79 -0.61 2.10  -0.428
H18 9.09 -1.70 2.15  0.256
H19 9.33 0.13 2.70  0.232
H20 7.53 -0.30 2.36  0.241
C26 8.87 1.57 0.73  -0.180
C27 9.11 2.32 -0.57  -0.646
H21 9.18 3.40 -0.40  0.270
H22 8.41 1.95 -1.18  0.213
H23 10.19 2.05 -0.80  0.224
H24 9.60 1.97 1.74  0.232
H25 7.82 1.68 1.08  0.221
C28 10.26 -0.38 0.31  -0.267
C29 11.53 0.25 1.09  -0.630
H26 12.56 -0.29 0.96  0.262
H27 11.51 -0.22 2.03  0.223
H28 11.64 1.22 1.10  0.209
H29 10.41 -1.47 0.21  0.244
H30 10.30 -0.10 -0.68  0.218
H31 7.47 -2.50 0.71  0.221
H32 8.71 -2.58 -0.56  0.162
H33 5.06 -2.58 0.18  0.193
H34 4.60 -2.34 -1.46  0.197
H35 4.44 1.74 -1.01  0.197
H36 2.44 3.02 -0.60  0.206
H37 -2.67 -0.50 0.04  0.209
H38 -4.80 -0.22 -0.81  0.190
H39 -9.11 1.28 0.59  0.238
H40 -9.04 1.06 -1.24  0.225
C30 -9.87 -1.87 -0.70  -0.188
C31 -9.82 -1.42 -2.25  -0.610
H41 -9.12 -0.80 -2.53  0.210
H42 -10.80 -0.90 -2.54  0.227
H43 -9.69 -2.32 -2.86  0.250
H44 -10.79 -2.40 -0.33  0.226
H45 -9.12 -2.28 -0.34  0.194
H46 -8.90 0.50 2.69  0.213
H47 -9.97 -0.55 3.88  0.272
H48 -10.72 0.57 2.82  0.228

**Kohn-Sham gap**: 7.27 eV
**Energy above the lowest of the compared OMol25 structures with the same formula, charge and spin**: 27.107 eV
**Total charge**: +2
**E_HOMO**: -10.88 eV
**LUMO energy**: -3.61 eV

---

ORCA calculation (the ωB97M-V functional and the def2-TZVPD basis) on a cluster of 7 separate species, C31H48N3O16 in total at a distorted geometry.

Last column: Mulliken charge in e.
Cartesian coordinates (Å):
C1 0.92 -0.63 0.76  -0.363
O1 0.38 -0.01 -0.39  -0.848
H1 1.37 -1.58 0.45  0.059
H2 1.84 -0.08 0.94  0.086
H3 0.23 -0.65 1.61  0.138
C2 6.40 -3.60 -1.83  -1.571
C3 5.67 -2.59 -2.74  0.578
C4 6.33 -2.10 -3.97  -0.757
O2 5.78 -0.84 -4.39  -0.317
C5 6.78 -0.17 -5.20  -0.708
N1 4.38 -3.15 -3.06  -0.721
H4 6.78 -4.54 -2.23  0.396
H5 5.87 -3.81 -0.90  0.430
H6 7.33 -3.11 -1.57  0.367
H7 5.49 -1.71 -2.12  0.277
H8 6.17 -2.84 -4.76  0.242
H9 7.38 -2.08 -3.70  0.368
H10 7.69 -0.08 -4.61  0.288
H11 6.34 0.73 -5.62  0.262
H12 6.95 -0.77 -6.10  0.296
H13 3.98 -3.36 -2.16  0.264
H14 4.71 -4.09 -3.21  0.305
C6 -2.58 5.50 -3.74  -1.376
C7 -2.40 4.03 -4.18  0.397
C8 -3.41 3.31 -4.99  -0.695
O3 -3.08 1.95 -5.34  -0.292
C9 -4.19 1.29 -5.95  -0.741
N2 -1.07 3.89 -4.69  -0.586
H15 -1.62 5.83 -3.35  0.388
H16 -3.24 5.51 -2.87  0.329
H17 -2.94 6.13 -4.55  0.335
H18 -2.33 3.51 -3.22  0.232
H19 -3.58 3.95 -5.86  0.322
H20 -4.33 3.23 -4.42  0.360
H21 -5.13 1.29 -5.39  0.306
H22 -3.88 0.25 -6.01  0.272
H23 -4.35 1.66 -6.97  0.295
H24 -1.20 4.01 -5.68  0.236
H25 -0.50 4.66 -4.37  0.219
C10 -4.61 2.08 4.86  -1.356
C11 -4.46 3.42 4.21  0.484
C12 -5.06 4.57 5.10  -0.630
O4 -6.47 4.73 4.94  -0.309
C13 -7.01 5.57 5.88  -0.714
N3 -2.99 3.59 4.00  -0.798
H26 -4.28 1.14 4.41  0.416
H27 -5.70 1.95 4.84  0.306
H28 -4.27 2.16 5.89  0.298
H29 -4.85 3.45 3.19  0.339
H30 -4.61 5.51 4.78  0.313
H31 -4.86 4.31 6.14  0.272
H32 -6.42 6.49 5.83  0.308
H33 -6.97 5.10 6.86  0.280
H34 -7.99 5.77 5.45  0.243
H35 -2.71 2.81 3.43  0.285
H36 -2.95 4.41 3.40  0.263
C14 -5.34 -3.34 0.28  -0.702
C15 -4.38 -2.83 -0.58  0.363
C16 -3.66 -3.68 -1.61  0.580
O5 -2.93 -3.22 -2.55  -0.595
C17 -3.90 -5.09 -1.41  -0.661
C18 -4.76 -5.62 -0.47  0.423
C19 -5.59 -4.73 0.50  0.634
O6 -6.43 -5.09 1.26  -0.583
O7 -5.09 -6.90 -0.47  -0.521
O8 -4.19 -1.44 -0.72  -0.516
H37 -5.94 -2.62 0.83  0.417
H38 -3.57 -5.84 -2.11  0.436
H39 -5.42 -7.18 0.39  0.335
H40 -3.26 -1.25 -0.87  0.348
C20 5.01 6.04 1.14  -0.835
C21 4.51 4.97 0.51  0.382
C22 5.34 3.94 -0.14  0.753
O9 5.00 2.90 -0.74  -0.567
C23 6.79 4.12 0.10  -0.636
C24 7.33 5.22 0.75  0.424
C25 6.42 6.37 1.21  0.622
O10 6.87 7.36 1.77  -0.604
O11 8.66 5.37 0.92  -0.528
O12 3.19 4.65 0.45  -0.516
H41 4.48 6.65 1.86  0.389
H42 7.43 3.29 -0.13  0.411
H43 8.84 6.01 1.60  0.334
H44 3.02 3.72 0.28  0.350
C26 1.07 -7.88 4.66  -0.748
C27 1.66 -7.91 3.44  0.444
C28 1.32 -6.99 2.32  0.599
O13 1.80 -7.04 1.25  -0.547
C29 0.17 -6.14 2.62  -0.812
C30 -0.40 -6.07 3.81  0.458
C31 -0.08 -7.00 5.03  0.636
O14 -0.64 -7.02 6.11  -0.592
O15 -1.40 -5.20 4.07  -0.505
O16 2.66 -8.80 3.11  -0.528
H45 1.35 -8.69 5.32  0.395
H46 -0.14 -5.38 1.91  0.521
H47 -1.74 -5.33 4.96  0.338
H48 3.23 -8.35 2.48  0.333

**Kohn-Sham gap**: 2.01 eV
**Energy above the lowest of the compared OMol25 structures with the same formula, charge and spin**: 2.027 eV
**Total charge**: -1
**E_HOMO**: -1.96 eV
**LUMO energy**: 0.06 eV

---

ORCA calculation (the ωB97M-V functional and the def2-TZVPD basis) on a structure of composition C31H48N3P2Ti at a distorted geometry.

Last column: Löwdin spin population.
Cartesian coordinates (Å):
Ti1 0.38 0.09 -0.06  0.944
C1 2.22 0.86 -3.28  0.009
C2 1.05 1.85 -3.32  0.007
C3 1.48 3.18 -3.95  0.001
P1 0.33 1.98 -1.60  0.022
C4 0.73 3.56 -0.68  -0.002
C5 0.05 3.43 0.70  0.004
C6 0.30 4.86 -1.35  -0.001
C7 -1.48 1.99 -1.78  -0.001
C8 -2.14 2.86 -2.64  0.000
C9 -3.52 2.86 -2.76  -0.003
C10 -4.24 3.82 -3.66  -0.001
C11 -4.22 1.93 -2.00  0.002
C12 -3.58 1.03 -1.16  -0.003
C13 -2.19 1.05 -1.02  0.005
N1 -1.46 0.13 -0.24  -0.024
C14 -2.00 -1.07 0.29  0.000
C15 -3.11 -1.11 1.13  -0.001
C16 -3.66 -2.33 1.50  0.000
C17 -3.10 -3.54 1.09  -0.002
C18 -3.72 -4.86 1.44  0.000
C19 -1.93 -3.49 0.33  0.000
C20 -1.38 -2.28 -0.08  -0.002
P2 0.11 -2.13 -1.14  0.010
C21 -0.50 -2.45 -2.88  0.006
C22 -1.37 -1.26 -3.30  0.002
C23 -1.27 -3.75 -3.06  0.001
C24 1.39 -3.41 -0.71  -0.001
C25 1.02 -4.88 -0.64  -0.001
C26 2.06 -2.99 0.61  0.002
H1 2.54 0.61 -4.29  0.000
H2 1.95 -0.07 -2.77  0.007
H3 3.08 1.30 -2.76  0.000
H4 0.24 1.43 -3.92  0.000
H5 2.27 3.66 -3.37  0.000
H6 0.64 3.86 -4.06  0.000
H7 1.87 2.98 -4.95  0.001
H8 1.81 3.57 -0.55  0.000
H9 -1.01 3.68 0.62  0.000
H10 0.50 4.13 1.40  0.000
H11 0.12 2.43 1.13  0.002
H12 -0.77 4.87 -1.55  0.000
H13 0.83 5.04 -2.28  0.000
H14 0.52 5.70 -0.68  0.000
H15 -1.56 3.55 -3.25  0.000
H16 -3.55 4.38 -4.29  0.000
H17 -4.81 4.53 -3.07  0.000
H18 -4.95 3.30 -4.31  0.000
H19 -5.30 1.89 -2.07  0.000
H20 -4.17 0.30 -0.63  0.000
H21 -3.55 -0.19 1.49  0.000
H22 -4.55 -2.34 2.12  0.000
H23 -4.63 -4.72 2.03  0.000
H24 -3.03 -5.48 2.01  0.000
H25 -3.98 -5.41 0.53  0.000
H26 -1.46 -4.42 0.04  0.000
H27 0.41 -2.47 -3.49  0.000
H28 -2.32 -1.28 -2.76  0.000
H29 -1.59 -1.32 -4.36  0.000
H30 -0.89 -0.31 -3.10  0.002
H31 -2.15 -3.78 -2.42  0.000
H32 -0.67 -4.64 -2.88  0.000
H33 -1.62 -3.80 -4.10  0.000
H34 2.12 -3.27 -1.52  0.000
H35 0.39 -5.10 0.22  0.000
H36 1.94 -5.46 -0.51  0.000
H37 0.53 -5.25 -1.54  0.000
H38 1.33 -3.00 1.42  0.000
H39 2.51 -1.99 0.54  0.001
H40 2.85 -3.69 0.87  0.000
C27 1.49 -1.41 5.21  0.000
C28 1.64 -0.73 3.90  0.003
C29 2.73 -0.05 3.36  0.001
C30 2.33 0.38 2.10  0.005
N2 1.07 -0.02 1.86  0.003
N3 0.67 -0.69 2.97  0.000
C31 3.10 1.18 1.10  0.003
H41 2.34 -1.17 5.85  0.000
H42 1.45 -2.49 5.08  0.000
H43 0.58 -1.10 5.72  0.000
H44 3.68 0.11 3.83  0.000
H45 -0.27 -1.05 3.04  0.000
H46 4.14 0.88 1.10  0.000
H47 3.06 2.23 1.36  0.000
H48 2.71 1.05 0.08  0.002

**Kohn-Sham gap (spin up / spin down)**: 7.26 / 7.58 eV
**Spin multiplicity**: 2
**Total charge**: +2
**E_HOMO (spin up / spin down)**: -13.22 / -13.22 eV
**LUMO energy (spin up / spin down)**: -5.95 / -5.63 eV

---

ORCA calculation (the ωB97M-V functional and the def2-TZVPD basis) on an isolated molecule of C31H48NO2PS.

Last column: Mulliken charge in e.
Cartesian coordinates (Å):
C1 -1.76 4.14 4.22  -1.329
C2 -1.88 5.21 3.14  -0.477
C3 -0.52 5.60 2.54  -0.609
C4 -0.56 6.01 1.06  -0.972
C5 0.59 5.43 0.23  -1.222
C6 0.49 3.90 0.12  0.023
C7 1.15 3.31 -1.15  -1.266
C8 2.10 2.12 -0.94  -1.224
C9 1.65 0.77 -1.44  0.572
C10 2.38 0.13 -2.42  -1.125
C11 2.03 -1.12 -2.92  0.981
P1 3.09 -1.64 -4.31  -0.141
C12 1.84 -2.03 -5.60  -1.034
O1 3.56 -3.19 -3.94  -0.460
C13 0.91 -1.79 -2.37  0.350
C14 0.54 -3.20 -2.76  -1.806
C15 0.81 -4.23 -1.63  -0.709
C16 2.03 -5.13 -1.84  -0.552
C17 2.97 -5.13 -0.63  -1.053
C18 3.84 -3.88 -0.55  0.304
C19 4.60 -3.77 0.78  -0.650
C20 5.82 -4.70 0.87  -1.175
C21 0.15 -1.12 -1.42  0.589
C22 0.50 0.15 -0.96  0.274
N1 -0.21 0.88 0.03  0.012
C23 -1.37 0.36 0.67  -0.589
C24 -1.96 1.14 1.65  -0.212
C25 -3.10 0.74 2.30  -0.557
C26 -3.69 -0.49 2.00  0.256
C27 -4.96 -0.93 2.69  -1.487
C28 -6.25 -0.54 1.96  -0.491
C29 -6.31 0.91 1.53  -0.400
O2 -7.58 1.12 0.91  -0.537
C30 -3.09 -1.28 1.04  -0.649
C31 -1.94 -0.87 0.37  0.985
S1 -1.28 -1.98 -0.82  -0.350
H1 -1.17 4.49 5.06  0.379
H2 -1.30 3.22 3.84  0.302
H3 -2.75 3.87 4.61  0.339
H4 -2.34 6.09 3.59  0.423
H5 -2.57 4.89 2.36  0.311
H6 0.18 4.78 2.70  0.345
H7 -0.12 6.44 3.12  0.464
H8 -0.58 7.10 0.97  0.506
H9 -1.49 5.65 0.62  0.364
H10 1.52 5.66 0.75  0.299
H11 0.60 5.89 -0.76  0.488
H12 -0.58 3.64 0.16  0.303
H13 0.93 3.44 1.01  0.463
H14 0.35 3.02 -1.85  0.480
H15 1.70 4.12 -1.63  0.542
H16 2.36 2.03 0.12  0.391
H17 3.03 2.34 -1.46  0.422
H18 3.25 0.62 -2.83  0.240
H19 2.14 -1.59 -6.54  0.381
H20 1.75 -3.12 -5.71  0.316
H21 0.86 -1.66 -5.30  0.301
H22 4.51 -3.17 -3.79  0.284
H23 1.12 -3.49 -3.63  0.088
H24 -0.53 -3.22 -3.00  0.592
H25 -0.08 -4.84 -1.52  0.443
H26 0.92 -3.69 -0.68  0.574
H27 2.59 -4.86 -2.74  0.221
H28 1.69 -6.16 -1.98  0.412
H29 3.62 -6.00 -0.70  0.417
H30 2.39 -5.25 0.29  0.355
H31 4.59 -3.94 -1.35  0.174
H32 3.24 -2.98 -0.71  -0.170
H33 4.94 -2.74 0.89  0.353
H34 3.91 -3.97 1.61  0.341
H35 6.74 -4.13 1.01  0.332
H36 5.75 -5.40 1.71  0.276
H37 5.94 -5.28 -0.05  0.344
H38 -0.45 1.78 -0.35  0.126
H39 -1.50 2.10 1.89  0.263
H40 -3.54 1.37 3.06  0.470
H41 -4.96 -2.01 2.82  0.430
H42 -4.97 -0.49 3.69  0.392
H43 -6.43 -1.18 1.10  0.305
H44 -7.09 -0.71 2.65  0.344
H45 -5.50 1.14 0.83  0.332
H46 -6.19 1.57 2.39  0.231
H47 -7.57 1.98 0.50  0.311
H48 -3.52 -2.25 0.79  0.429

**Kohn-Sham gap**: 7.95 eV
**Total charge**: 0
**E_HOMO**: -7.34 eV
**LUMO energy**: 0.62 eV

---

ORCA calculation (the ωB97M-V functional and the def2-TZVPD basis) on a structure of composition C31H48O2P2Sc at a distorted geometry.

Last column: Mulliken charge in e.
Cartesian coordinates (Å):
Sc1 -1.73 -0.53 -0.82  -1.659
C1 1.38 3.01 -0.99  0.426
C2 0.37 3.43 -0.11  0.392
C3 2.10 2.56 1.15  0.932
C4 2.48 2.51 -0.22  1.097
C5 0.77 3.04 1.21  0.392
C6 1.31 3.01 -2.47  -1.568
H1 0.36 3.43 -2.85  0.384
H2 1.40 1.97 -2.84  0.231
H3 2.14 3.60 -2.89  0.386
C7 3.74 2.00 -0.80  -1.705
H4 4.00 2.56 -1.72  0.486
H5 3.66 0.94 -1.10  0.219
H6 4.58 2.10 -0.10  0.325
C8 2.92 2.17 2.30  -1.473
H7 3.98 2.41 2.13  0.358
H8 2.83 1.10 2.53  0.073
H9 2.58 2.73 3.18  0.425
C9 -0.06 3.02 2.44  -1.455
H10 0.44 3.59 3.26  0.426
H11 -0.24 1.96 2.78  -0.140
H12 -1.05 3.47 2.26  0.384
C10 -0.97 3.94 -0.47  -1.408
H13 -1.15 5.04 -0.37  0.381
H14 -1.69 3.41 0.19  0.387
H15 -1.22 3.68 -1.52  0.195
C11 -2.93 -1.38 -2.66  1.013
C12 -2.60 -0.24 -3.35  -1.341
C13 -3.37 1.01 -3.53  -0.902
C14 -3.91 1.51 -2.14  -1.142
C15 -3.20 0.92 -0.95  0.425
C16 -3.70 -0.11 -0.09  1.399
C17 -4.57 -1.28 -0.54  -0.889
C18 -4.30 -1.66 -2.05  -1.152
H16 -4.22 0.95 -4.27  0.329
H17 -5.01 1.33 -2.08  0.372
H18 -2.70 1.80 -3.96  0.438
H19 -5.15 -1.23 -2.63  0.391
H20 -2.49 -2.33 -3.09  0.943
H21 -1.77 -0.31 -4.06  0.556
H22 -4.44 -2.75 -2.11  0.390
H23 -4.36 -2.18 0.08  0.258
H24 -3.63 0.05 1.00  -0.223
H25 -5.69 -1.13 -0.41  0.422
H26 -3.78 2.61 -2.13  0.420
H27 -2.45 1.67 -0.54  -0.218
P1 0.77 -2.47 -1.68  0.339
P2 -1.00 -0.35 2.48  1.127
C19 -0.96 -2.68 -0.55  -1.652
C20 -1.32 -2.06 0.85  -1.233
H28 -0.67 -3.75 -0.37  0.750
H29 -1.82 -2.67 -1.28  1.045
H30 -2.35 -2.37 1.23  0.737
H31 -0.53 -2.50 1.53  0.925
C21 -0.15 -1.31 3.81  -1.080
H32 0.56 -0.67 4.37  0.383
H33 0.44 -2.16 3.43  0.285
H34 -0.90 -1.73 4.51  0.473
C22 -2.63 -0.18 3.31  -1.570
H35 -2.98 -1.22 3.54  0.436
H36 -3.40 0.31 2.68  0.429
H37 -2.56 0.51 4.17  0.404
C23 0.37 -3.30 -3.27  -0.946
H38 1.08 -2.84 -3.98  0.394
H39 -0.69 -3.09 -3.50  0.202
H40 0.57 -4.38 -3.21  0.397
C24 0.55 -0.63 -2.31  -0.606
H41 1.25 -0.01 -1.70  -0.076
H42 -0.52 -0.16 -2.40  0.197
H43 0.85 -0.44 -3.37  0.657
O1 1.33 -2.98 1.32  -0.804
C25 1.87 -1.84 1.16  -0.134
O2 1.23 -0.85 0.65  -0.016
C26 3.30 -1.80 1.65  -0.036
C27 3.65 -2.90 2.45  -0.683
C28 4.98 -3.08 2.81  -0.644
C29 5.94 -2.12 2.50  -0.493
C30 5.55 -0.96 1.82  -1.135
C31 4.24 -0.80 1.38  0.492
H44 2.88 -3.62 2.72  0.367
H45 5.22 -4.00 3.33  0.401
H46 6.97 -2.25 2.82  0.399
H47 6.28 -0.19 1.62  0.420
H48 3.93 0.10 0.85  0.871

**Kohn-Sham gap (spin up / spin down)**: 4.63 / 4.95 eV
**Energy above the lowest of the compared OMol25 structures with the same formula, charge and spin**: 0.403 eV
**Total charge**: +1
**E_HOMO (spin up / spin down)**: -9.36 / -9.25 eV
**LUMO energy (spin up / spin down)**: -4.73 / -4.30 eV

---

Number 1: E -1543.79124 hartree. Number 2: E -2577.81537 hartree. Number 3: E -2906.05819 hartree. Number 4: E -2154.83318 hartree. Number 5: E -2803.40901 hartree.